DFT (ωB97M-V/def2-TZVPD) results for a single C5H8 molecule.

Last column: natural (NBO) charge in e.
Atoms and positions in Å:
1 C 0.004 0.303 -1.328  -0.19
2 C -1.159 0.074 -0.722  -0.19
3 C -0.976 -0.325 0.724  -0.44
4 C 0.530 -0.067 0.992  -0.40
5 C 1.185 0.180 -0.393  -0.44
6 H 0.118 0.521 -2.387  0.21
7 H -2.134 0.092 -1.207  0.21
8 H -1.619 0.238 1.411  0.21
9 H -1.238 -1.384 0.856  0.21
10 H 0.650 0.820 1.623  0.20
11 H 0.997 -0.905 1.520  0.21
12 H 1.793 1.097 -0.393  0.21
13 H 1.849 -0.644 -0.696  0.21

Output
- Charge: 0
- E_HOMO: -0.3330 Eh
- SMILES: C1=CCCC1
- Relative energy (zero: lowest compared OMol25 entry of this formula, charge and spin): 0.3 kcal/mol
- 2S+1: 1
- Gap between HOMO and LUMO: 10.320 eV


DFT (ωB97M-V/def2-TZVPD) results for 2 unconnected molecules or ions with the total composition C3H8O at a distorted geometry.

Last column: natural (NBO) charge in e.
Atoms and positions in Å:
1 C -1.138 1.854 -0.636  -0.73
2 C -0.317 0.603 -0.607  0.45
3 O -0.443 -0.306 -1.385  -0.52
4 H -2.055 1.643 -1.186  0.23
5 H -1.383 2.225 0.360  0.23
6 H -0.585 2.644 -1.147  0.24
7 H 0.531 0.638 0.105  0.10
8 C 1.106 -1.854 0.889  -0.86
9 H 0.883 -1.076 1.618  0.20
10 H 0.220 -1.929 0.276  0.23
11 H 2.003 -1.623 0.327  0.21
12 H 1.178 -2.820 1.386  0.21

Output
- Charge: 0
- E_HOMO: -0.3658 Eh
- SMILES: CC=O.C
- Relative energy (zero: lowest compared OMol25 entry of this formula, charge and spin): 13.2 kcal/mol
- 2S+1: 1
- Gap between HOMO and LUMO: 10.983 eV


DFT (ωB97M-V/def2-TZVPD) results for a molecular structure, C4H5BrCl2N2 at a distorted geometry.

Last column: natural (NBO) charge in e.
Atoms and positions in Å:
1 C 1.382 0.332 0.214  0.37
2 C -1.017 -1.186 -0.574  0.32
3 C 0.265 1.204 0.377  -0.56
4 C -1.114 0.517 0.537  -0.21
5 N 1.352 -0.843 0.513  -0.65
6 N -0.501 -0.893 -1.657  -0.68
7 Cl 2.680 1.322 -0.559  -0.10
8 Cl -1.682 -2.515 0.360  0.01
9 Br -2.711 1.544 0.050  0.03
10 H 0.188 1.972 -0.329  0.25
11 H 0.510 1.681 1.392  0.26
12 H -1.271 0.126 1.489  0.19
13 H 2.067 -1.554 0.512  0.40
14 H -0.149 -1.706 -2.324  0.37

Output
- Charge: 0
- E_HOMO: -0.3375 Eh
- Relative energy (zero: lowest compared OMol25 entry of this formula, charge and spin): 0.0 kcal/mol
- 2S+1: 1
- Gap between HOMO and LUMO: 9.810 eV


DFT (ωB97M-V/def2-TZVPD) results for a molecular structure, C27H43F5FeGeN3O3SSeSi.

Last column: Löwdin charge in e.
Atoms and positions in Å:
1 Fe -0.360 0.092 -0.177  0.10
2 N 0.661 1.861 -0.635  0.00
3 C 0.200 3.261 -0.636  -0.23
4 C -1.268 3.404 -1.001  -0.19
5 C -2.197 2.953 0.139  -0.20
6 C -3.086 1.773 -0.187  -0.25
7 N -2.327 0.638 -0.750  -0.02
8 H 1.454 1.771 -0.001  0.06
9 H 1.037 1.635 -1.553  0.06
10 H 0.819 3.859 -1.314  0.11
11 H 0.346 3.660 0.369  0.11
12 H -1.468 2.849 -1.925  0.10
13 H -1.451 4.455 -1.240  0.10
14 H -2.842 3.779 0.451  0.11
15 H -1.594 2.686 1.007  0.05
16 H -3.880 2.075 -0.879  0.11
17 H -3.561 1.429 0.731  0.10
18 H -2.318 0.701 -1.763  0.08
19 H -2.805 -0.232 -0.532  0.07
20 C -0.921 2.373 6.666  -0.12
21 C -0.993 2.350 5.144  -0.30
22 C 0.372 2.152 4.494  -0.31
23 C 0.321 2.076 2.969  -0.36
24 Ge -0.552 0.446 2.171  0.87
25 C 0.033 -1.075 3.310  -0.37
26 C -0.774 -1.324 4.583  -0.31
27 C -0.392 -2.615 5.311  -0.28
28 C 1.043 -2.613 5.825  -0.12
29 H -1.904 2.523 7.117  0.06
30 H -0.264 3.174 7.016  0.07
31 H -0.520 1.431 7.046  0.06
32 H -1.428 3.287 4.778  0.11
33 H -1.667 1.555 4.815  0.07
34 H 0.826 1.236 4.890  0.09
35 H 1.028 2.973 4.815  0.10
36 H 1.338 2.081 2.571  0.04
37 H -0.175 2.976 2.583  0.03
38 H -2.071 0.639 2.589  -0.04
39 H 1.092 -0.915 3.533  0.05
40 H -0.006 -1.966 2.676  0.05
41 H -1.838 -1.363 4.331  0.10
42 H -0.658 -0.486 5.279  0.08
43 H -0.534 -3.459 4.629  0.10
44 H -1.077 -2.773 6.151  0.10
45 H 1.756 -2.538 5.004  0.06
46 H 1.270 -3.526 6.382  0.06
47 H 1.214 -1.763 6.492  0.07
48 C -2.881 -2.751 -6.242  -0.10
49 C -1.702 -2.144 -6.651  -0.10
50 C -0.771 -1.733 -5.705  -0.09
51 C -1.003 -1.926 -4.344  -0.26
52 C -2.195 -2.543 -3.947  -0.09
53 C -3.126 -2.951 -4.889  -0.08
54 Si 0.222 -1.402 -3.036  0.83
55 C 1.545 -0.303 -3.771  -0.27
56 C 1.213 1.042 -3.967  -0.13
57 C 2.115 1.935 -4.525  -0.09
58 C 3.375 1.491 -4.907  -0.09
59 C 3.717 0.159 -4.733  -0.08
60 C 2.811 -0.732 -4.172  -0.09
61 H -3.608 -3.072 -6.978  0.10
62 H -1.507 -1.991 -7.705  0.10
63 H 0.146 -1.253 -6.032  0.10
64 H -2.394 -2.732 -2.896  0.05
65 H -4.040 -3.434 -4.565  0.10
66 H -0.532 -0.505 -2.123  0.00
67 H 0.227 1.399 -3.679  0.10
68 H 1.839 2.973 -4.662  0.10
69 H 4.087 2.184 -5.336  0.10
70 H 4.701 -0.189 -5.024  0.10
71 H 3.097 -1.765 -4.029  0.10
72 F 3.980 -1.903 -1.381  0.12
73 C 4.091 -0.822 -0.599  -0.66
74 F 4.186 0.254 -1.393  0.12
75 F 5.232 -0.926 0.090  0.13
76 S 2.660 -0.669 0.542  0.50
77 O 2.878 0.611 1.172  -0.30
78 O 2.703 -1.846 1.353  -0.26
79 O 1.552 -0.630 -0.441  -0.42
80 Se -3.293 -3.717 -0.162  0.43
81 C -1.971 -2.518 -0.003  -0.92
82 N -1.139 -1.706 0.052  -0.02
83 F 1.889 -3.513 -3.003  -0.03
84 C 0.874 -3.007 -2.199  -0.39
85 F -0.113 -3.953 -2.202  -0.01
86 H 1.256 -2.916 -1.184  0.10

Output
- Charge: -1
- E_HOMO (alpha / beta): -0.1747 / -0.1746 Eh
- Relative energy (zero: lowest compared OMol25 entry of this formula, charge and spin): 0.0 kcal/mol
- 2S+1: 1
- Gap between HOMO and LUMO (alpha / beta): 6.998 / 6.997 eV


DFT (ωB97M-V/def2-TZVPD) results for a gas-phase ion, C4H11N2O (charge +2) at a distorted geometry.

Last column: Löwdin spin population.
Atoms and positions in Å:
1 O 2.397 -0.760 -0.635  0.60
2 C 1.660 -1.138 0.278  0.04
3 N 1.971 -2.192 1.040  0.27
4 C 0.340 -0.335 0.733  0.06
5 N 0.305 0.852 -0.188  0.01
6 C -0.868 1.133 -1.091  0.00
7 C -2.236 1.007 -0.404  0.00
8 H 1.473 -2.555 1.864  0.01
9 H 2.890 -2.640 0.890  0.00
10 H -0.379 -1.163 0.614  0.00
11 H 0.417 -0.039 1.816  0.00
12 H 1.098 0.710 -0.844  0.00
13 H 0.493 1.742 0.295  0.00
14 H -0.822 0.431 -1.942  0.00
15 H -0.905 2.153 -1.494  0.00
16 H -2.471 0.005 -0.059  0.00
17 H -2.942 1.050 -1.243  0.00
18 H -2.423 1.738 0.369  0.00

Output
- ⟨S²⟩: 0.7699
- Charge: +2
- E_HOMO (alpha / beta): -0.7502 / -0.7500 Eh
- Relative energy (zero: lowest compared OMol25 entry of this formula, charge and spin): 45.5 kcal/mol
- 2S+1: 2
- Gap between HOMO and LUMO (alpha / beta): 11.364 / 5.810 eV


DFT (ωB97M-V/def2-TZVPD) results for a molecular structure, C14H22GeIN4O3PdS3.

Last column: natural (NBO) charge in e.
Atoms and positions in Å:
1 Pd -0.821 0.317 -0.298  0.73
2 N -4.155 -0.881 -3.070  -0.75
3 C -3.068 -0.827 -2.298  0.35
4 N -2.377 -1.937 -2.089  -0.76
5 S -2.650 0.710 -1.654  -0.03
6 H -4.389 -1.703 -3.601  0.41
7 H -4.695 -0.047 -3.230  0.43
8 H -2.627 -2.791 -2.565  0.41
9 H -1.457 -1.913 -1.665  0.45
10 N -2.522 3.688 1.023  -0.80
11 C -1.492 3.310 1.793  0.67
12 O -1.028 2.173 1.773  -0.68
13 C -0.828 4.357 2.658  -0.63
14 I -2.142 5.750 3.589  0.13
15 H -2.943 3.014 0.407  0.41
16 H -2.930 4.605 1.102  0.42
17 H -0.145 4.939 2.042  0.26
18 H -0.270 3.855 3.439  0.25
19 C -1.139 -0.720 3.931  -1.07
20 Ge -0.589 -1.299 2.161  1.51
21 C 1.069 -0.425 1.542  -1.13
22 C -0.497 -3.217 1.879  -1.07
23 C -1.902 -0.527 0.873  -0.33
24 H -0.371 -0.999 4.653  0.25
25 H -2.075 -1.196 4.218  0.24
26 H -1.258 0.362 3.943  0.25
27 H 1.528 -0.973 0.717  0.25
28 H 1.767 -0.451 2.381  0.28
29 H 0.965 0.642 1.306  0.26
30 H 0.211 -3.630 2.598  0.25
31 H -0.140 -3.425 0.871  0.26
32 H -1.463 -3.694 2.038  0.24
33 H -2.983 -0.412 0.949  0.17
34 O 1.066 -2.286 -3.809  -0.89
35 S 1.146 -1.713 -2.505  2.29
36 O 0.624 -2.489 -1.392  -0.98
37 N 0.357 -0.258 -2.416  -0.83
38 C 1.164 0.700 -2.005  0.09
39 S 0.536 2.179 -1.433  -0.18
40 C 2.593 0.292 -1.899  -0.07
41 C 3.692 1.071 -1.586  -0.17
42 C 4.938 0.455 -1.545  -0.18
43 C 5.074 -0.906 -1.802  -0.17
44 C 3.968 -1.694 -2.107  -0.17
45 C 2.744 -1.063 -2.146  -0.34
46 H 3.572 2.127 -1.385  0.24
47 H 5.816 1.041 -1.314  0.23
48 H 6.055 -1.360 -1.765  0.23
49 H 4.068 -2.751 -2.310  0.24

Output
- Charge: +1
- E_HOMO (alpha / beta): -0.4192 / -0.4192 Eh
- Relative energy (zero: lowest compared OMol25 entry of this formula, charge and spin): 77.8 kcal/mol
- 2S+1: 1
- Gap between HOMO and LUMO (alpha / beta): 6.834 / 6.833 eV